Here is a 10-piece molecular cluster, C17H50BN10O22PSi overall from the OMol25 dataset. Energies are from ωB97M-V/def2-TZVPD.

Each line ends with the Löwdin charge.
Positions of all 102 atoms, in Å:
1 C -4.49 -0.71 1.53  -0.03
2 C -3.39 -0.90 2.60  -0.39
3 O -2.14 -0.46 2.10  -0.04
4 C -3.26 -2.36 3.09  -0.23
5 O -1.91 -2.81 2.93  -0.40
6 P -1.76 -4.42 3.37  1.03
7 C 0.03 -4.67 3.86  -0.32
8 C 0.97 -3.48 3.64  -0.32
9 O 0.69 -2.77 2.45  -0.23
10 Si 2.03 -2.09 1.69  0.45
11 C 3.14 -1.10 2.83  -0.16
12 C 3.11 -3.39 0.84  -0.14
13 C 1.37 -0.89 0.38  -0.14
14 B -1.86 -5.40 1.67  -0.70
15 N -1.21 -4.99 0.46  0.16
16 O -2.65 -6.56 1.67  0.04
17 H -5.15 0.12 1.79  0.07
18 H -4.02 -0.45 0.58  0.05
19 H -5.10 -1.60 1.39  0.08
20 H -3.68 -0.29 3.47  0.11
21 H -2.29 0.35 1.59  0.07
22 H -3.48 -2.40 4.16  0.11
23 H -3.97 -3.02 2.58  0.10
24 H 0.38 -5.58 3.37  0.07
25 H 0.03 -4.89 4.93  0.06
26 H 0.93 -2.83 4.52  0.12
27 H 2.00 -3.88 3.61  0.11
28 H 3.87 -0.61 2.18  0.02
29 H 3.71 -1.71 3.53  0.03
30 H 2.61 -0.30 3.36  0.04
31 H 2.49 -4.10 0.29  0.00
32 H 3.77 -2.83 0.17  0.02
33 H 3.70 -3.88 1.60  0.02
34 H 1.71 -1.22 -0.60  0.02
35 H 1.74 0.11 0.59  0.04
36 H 0.28 -0.87 0.41  0.02
37 H -1.38 -5.68 -0.26  0.08
38 H -0.21 -4.93 0.63  0.05
39 H -2.19 -7.29 2.10  0.09
40 C -2.41 -2.16 -1.22  0.06
41 N -3.45 -1.73 -2.20  -0.43
42 O -4.42 -1.13 -1.79  0.06
43 O -3.26 -2.02 -3.37  0.04
44 H -2.72 -1.84 -0.23  0.07
45 H -2.34 -3.24 -1.28  0.09
46 H -1.47 -1.69 -1.50  0.08
47 C 1.06 2.16 -2.70  0.05
48 N 0.69 0.74 -2.45  -0.43
49 O -0.39 0.53 -1.94  0.04
50 O 1.50 -0.10 -2.77  0.06
51 H 0.25 2.79 -2.37  0.07
52 H 1.97 2.36 -2.15  0.11
53 H 1.23 2.28 -3.77  0.10
54 C 2.71 -6.78 -2.29  0.05
55 N 1.78 -5.90 -1.53  -0.44
56 O 1.37 -6.30 -0.45  0.05
57 O 1.51 -4.83 -2.02  0.08
58 H 2.86 -7.69 -1.72  0.09
59 H 2.24 -6.99 -3.25  0.10
60 H 3.64 -6.24 -2.43  0.10
61 C -1.72 5.13 -0.49  0.05
62 N -0.28 4.80 -0.33  -0.42
63 O 0.48 5.11 -1.23  0.04
64 O 0.05 4.23 0.69  0.06
65 H -1.86 5.62 -1.44  0.07
66 H -2.28 4.19 -0.45  0.07
67 H -2.00 5.77 0.34  0.11
68 C 7.34 -3.18 0.13  0.05
69 N 6.38 -2.40 0.96  -0.45
70 O 6.05 -2.86 2.03  0.06
71 O 5.99 -1.34 0.50  0.06
72 H 7.59 -4.08 0.66  0.09
73 H 6.84 -3.39 -0.81  0.10
74 H 8.21 -2.55 -0.03  0.10
75 C 2.69 6.53 0.60  0.04
76 N 2.77 7.93 1.10  -0.45
77 O 2.00 8.27 1.97  0.06
78 O 3.62 8.65 0.60  0.06
79 H 1.90 6.02 1.14  0.07
80 H 2.47 6.58 -0.46  0.09
81 H 3.65 6.07 0.78  0.10
82 C -1.06 8.50 -4.01  0.05
83 N -1.41 7.07 -3.78  -0.44
84 O -2.49 6.84 -3.25  0.05
85 O -0.60 6.24 -4.12  0.07
86 H -1.87 9.12 -3.66  0.09
87 H -0.14 8.70 -3.47  0.10
88 H -0.90 8.62 -5.08  0.10
89 C -3.50 3.00 3.17  0.07
90 N -3.55 3.39 1.74  -0.42
91 O -4.51 4.02 1.35  0.09
92 O -2.61 3.04 1.05  0.03
93 H -4.40 3.37 3.66  0.10
94 H -3.46 1.92 3.21  0.08
95 H -2.61 3.44 3.61  0.11
96 C -2.17 0.83 -4.99  0.05
97 N -1.90 2.24 -4.64  -0.44
98 O -2.63 2.79 -3.85  0.07
99 O -0.94 2.77 -5.18  0.04
100 H -3.04 0.49 -4.44  0.09
101 H -2.34 0.78 -6.06  0.10
102 H -1.29 0.25 -4.72  0.09

The value obtained for the HOMO energy is -7.65 eV. Its spin multiplicity is 1. Its total charge is 0. The SMILES is C[C@H](O)COP(CCO[Si](C)(C)C)B(N)O.C[N+](=O)[O-].C[N+](=O)[O-].C[N+](=O)[O-].C[N+](=O)[O-].C[N+](=O)[O-].C[N+](=O)[O-].C[N+](=O)[O-].C[N+](=O)[O-].C[N+](=O)[O-].